A gas-phase ion, C4H8NOS2 (charge +1) at a distorted geometry, computed with ωB97M-V with the def2-TZVPD basis set.

## Properties
- multiplicity = 1
- SMILES = C=[NH+]CCOC(=S)S
- largest force on an atom (eV/Å) = 3.23
- gap between HOMO and LUMO (eV) = 7.5
- LUMO energy (eV) = -5.3038
- charge = +1
- energy relative to the best compared isomer or geometry (same formula, charge and spin) (kcal/mol) = 30.2
- highest occupied orbital energy (eV) = -12.84
- E_tot (eV) = -29476.668

Geometry (Å):
C -2.01 1.39 -0.60
N -1.57 0.42 0.12
C -1.04 -0.87 -0.30
C 0.14 -1.27 0.65
O 1.51 -1.06 0.28
C 2.02 0.15 0.24
S 1.27 1.57 0.56
S 3.64 -0.24 -0.35
H -2.15 2.45 -0.25
H -2.32 1.34 -1.60
H -1.33 0.57 1.07
H -0.72 -0.79 -1.45
H -1.92 -1.48 -0.26
H 0.12 -0.78 1.71
H 0.27 -2.41 0.79
H 4.08 1.00 -0.61



2 unconnected molecules or ions with the total composition C4H8NPS at a distorted geometry, computed with ωB97M-V with the def2-TZVPD basis set.

## Properties
- multiplicity = 1
- SMILES = C/C=C/S.N=C=P
- largest force on an atom (eV/Å) = 4.87
- gap between HOMO and LUMO (eV) = 9.3
- LUMO energy (eV) = 0.7264
- energy relative to the best compared isomer or geometry (same formula, charge and spin) (kcal/mol) = 68.3
- highest occupied orbital energy (eV) = -8.54
- E_tot (eV) = -25888.412

Geometry (Å):
C -0.56 -0.45 1.45
C -1.16 0.28 0.26
C -0.36 0.69 -0.69
S -0.56 1.76 -2.07
H -0.39 0.39 2.08
H 0.48 -0.64 1.28
H -1.08 -1.17 1.91
H -2.17 0.52 0.47
H 0.73 0.56 -0.72
H -1.58 2.64 -1.87
N 1.73 -1.92 -2.28
C 2.36 -1.46 -1.37
P 3.33 -1.07 -0.16
H 1.07 -1.48 -2.97
H 4.28 -0.53 -1.03



A gas-phase ion, C4H8NS (charge +1) at a distorted geometry, computed with ωB97M-V with the def2-TZVPD basis set.

## Properties
- multiplicity = 1
- SMILES = C[C@@H](S)[N+]1=CC1
- largest force on an atom (eV/Å) = 2.57
- gap between HOMO and LUMO (eV) = 8.7
- LUMO energy (eV) = -5.1687
- charge = +1
- energy relative to the best compared isomer or geometry (same formula, charge and spin) (kcal/mol) = 59.9
- highest occupied orbital energy (eV) = -13.84
- E_tot (eV) = -16592.808

Geometry (Å):
C 1.08 0.17 -1.50
C 0.69 -0.46 -0.18
S 2.03 0.06 1.08
N -0.62 -0.01 0.26
C -1.73 -0.54 0.53
C -1.65 0.91 0.96
H 1.30 -0.68 -2.25
H 0.28 0.83 -1.90
H 2.09 0.65 -1.48
H 0.64 -1.61 -0.13
H 1.72 -0.86 1.98
H -2.44 -1.41 0.42
H -2.09 1.66 0.31
H -1.29 1.29 1.91



A gas-phase ion, C4H8NS (charge +1) at a distorted geometry, computed with ωB97M-V with the def2-TZVPD basis set.

## Properties
- multiplicity = 1
- largest force on an atom (eV/Å) = 6.76
- gap between HOMO and LUMO (eV) = 9.9
- LUMO energy (eV) = -4.9677
- charge = +1
- energy relative to the best compared isomer or geometry (same formula, charge and spin) (kcal/mol) = 59.6
- highest occupied orbital energy (eV) = -14.83
- E_tot (eV) = -16592.823

Geometry (Å):
C 2.12 1.55 -0.20
C -1.45 -0.94 -0.22
C -0.02 -1.13 -0.59
C -1.24 0.03 0.95
N 0.94 1.13 0.24
S 0.60 -0.25 0.98
H 3.17 1.12 -0.02
H 2.30 2.43 -0.88
H -2.10 -0.59 -1.13
H -1.70 -1.93 0.22
H 0.26 -2.10 -0.81
H 0.17 -0.32 -1.22
H -1.36 1.10 0.77
H -1.68 -0.11 1.91



2 unconnected molecules or ions with the total composition C4H8NS at a distorted geometry, computed with ωB97M-V with the def2-TZVPD basis set.

## Properties
- multiplicity = 1
- largest force on an atom (eV/Å) = 5.48
- gap between HOMO and LUMO (eV) = 8.8
- LUMO energy (eV) = -3.7581
- charge = +1
- energy relative to the best compared isomer or geometry (same formula, charge and spin) (kcal/mol) = 102.1
- highest occupied orbital energy (eV) = -12.56
- E_tot (eV) = -16590.978

Geometry (Å):
C -2.58 -0.59 0.14
C 0.40 -0.30 -0.21
C -1.56 -1.28 -0.13
C 1.33 0.34 0.57
N 2.63 0.69 0.01
S -2.55 1.11 0.44
H -3.54 -0.93 0.17
H -3.52 1.34 -0.53
H 0.67 -0.56 -1.31
H -1.36 -2.33 -0.18
H 1.27 0.54 1.55
H 2.75 -0.07 -0.73
H 3.36 0.50 0.65
H 2.71 1.53 -0.43



A gas-phase ion, C4H8NS2 (charge +1) at a distorted geometry, computed with ωB97M-V with the def2-TZVPD basis set.

## Properties
- multiplicity = 1
- SMILES = C/[NH+]=C/C=C\SS
- largest force on an atom (eV/Å) = 5.06
- gap between HOMO and LUMO (eV) = 7.9
- LUMO energy (eV) = -5.3000
- charge = +1
- energy relative to the best compared isomer or geometry (same formula, charge and spin) (kcal/mol) = 27.2
- highest occupied orbital energy (eV) = -13.20
- E_tot (eV) = -27429.849

Geometry (Å):
C 0.80 -0.86 -1.71
N -0.24 -0.22 -1.00
C -0.10 0.49 0.13
C -1.07 1.21 0.76
C -1.02 1.64 2.10
S -0.21 1.04 3.45
S 0.93 -0.54 2.90
H 0.29 -1.21 -2.69
H 1.73 -0.45 -2.00
H 1.16 -1.80 -1.21
H -1.10 -0.25 -1.47
H 0.80 0.55 0.68
H -1.90 1.32 0.10
H -1.82 2.41 2.40
H 0.09 -1.28 3.54



A molecular structure, C4H8NS2 at a distorted geometry, computed with ωB97M-V with the def2-TZVPD basis set.

## Properties
- multiplicity = 3
- largest force on an atom (eV/Å) = 5.84
- gap between HOMO and LUMO (spin up / spin down) (eV) = 7.6 / 6.3
- LUMO energy (spin up / spin down) (eV) = -3.3279 / -7.7770
- charge = +1
- energy relative to the best compared isomer or geometry (same formula, charge and spin) (kcal/mol) = 0.0
- highest occupied orbital energy (spin up / spin down) (eV) = -10.96 / -14.11
- E_tot (eV) = -27427.492

Geometry (Å):
C -0.14 -0.19 0.04
C -0.10 1.14 0.02
C 1.58 1.66 -0.02
C -1.14 2.17 0.01
N -0.06 -3.08 -0.02
S 1.27 -1.19 0.02
S 2.63 0.42 -0.02
H -1.06 -0.75 0.08
H 1.83 2.71 -0.05
H -1.06 2.79 -0.88
H -1.02 2.83 0.88
H -2.13 1.72 0.05
H -0.61 -3.17 -0.86
H -0.65 -3.25 0.79
H 0.66 -3.81 -0.04



2 unconnected molecules or ions with the total composition C4H8O at a distorted geometry, computed with ωB97M-V with the def2-TZVPD basis set.

## Properties
- multiplicity = 2
- largest force on an atom (eV/Å) = 5.94
- gap between HOMO and LUMO (spin up / spin down) (eV) = 3.3 / 9.2
- LUMO energy (spin up / spin down) (eV) = 4.5489 / 4.2912
- charge = -1
- energy relative to the best compared isomer or geometry (same formula, charge and spin) (kcal/mol) = 68.0
- highest occupied orbital energy (spin up / spin down) (eV) = 1.20 / -4.90
- E_tot (eV) = -6320.813

Geometry (Å):
C 1.41 -0.13 0.82
C 0.34 0.50 1.11
C -0.43 0.75 -0.09
C 0.01 1.16 -1.32
H 1.76 -0.34 -0.19
H 2.17 -0.33 1.49
H -0.10 0.80 2.10
H -1.55 0.46 0.14
H -0.51 1.10 -2.20
H 1.08 1.40 -1.65
H -0.88 -2.16 0.42
H -1.88 -1.65 -0.74
O -1.43 -1.55 0.11



C4H8O in the gas phase at a distorted geometry, computed with ωB97M-V with the def2-TZVPD basis set.

## Properties
- multiplicity = 1
- SMILES = CC[C@@H]1CO1
- largest force on an atom (eV/Å) = 2.27
- gap between HOMO and LUMO (eV) = 11.4
- LUMO energy (eV) = 1.2318
- energy relative to the best compared isomer or geometry (same formula, charge and spin) (kcal/mol) = 33.8
- highest occupied orbital energy (eV) = -10.15
- E_tot (eV) = -6323.702

Geometry (Å):
C 0.55 1.95 -0.39
C 0.94 0.59 0.19
C -0.32 -0.25 0.49
C -0.39 -1.70 0.40
O -0.90 -0.84 -0.63
H 0.00 2.58 0.32
H -0.20 1.78 -1.20
H 1.44 2.52 -0.85
H 1.50 0.00 -0.55
H 1.62 0.69 1.09
H -1.02 0.21 1.13
H -1.20 -2.21 0.91
H 0.43 -2.37 0.05



C4H8O in the gas phase, computed with ωB97M-V with the def2-TZVPD basis set.

## Properties
- multiplicity = 1
- SMILES = CC[C@H]1CO1
- largest force on an atom (eV/Å) = 0.49
- gap between HOMO and LUMO (eV) = 11.3
- LUMO energy (eV) = 1.1451
- energy relative to the best compared isomer or geometry (same formula, charge and spin) (kcal/mol) = 31.4
- highest occupied orbital energy (eV) = -10.18
- E_tot (eV) = -6323.808

Geometry (Å):
C 0.51 0.37 -1.46
C -0.03 1.00 -0.16
C -0.71 -0.06 0.70
C -0.01 -1.25 1.23
O -0.32 -0.14 2.06
H 0.68 1.06 -2.30
H 1.45 -0.16 -1.30
H -0.24 -0.34 -1.78
H -0.76 1.77 -0.45
H 0.73 1.51 0.45
H -1.79 -0.19 0.55
H -0.56 -2.17 1.47
H 1.04 -1.40 1.00



C4H8O in the gas phase at a distorted geometry, computed with ωB97M-V with the def2-TZVPD basis set.

## Properties
- multiplicity = 1
- SMILES = CC(C)C=O
- largest force on an atom (eV/Å) = 3.15
- gap between HOMO and LUMO (eV) = 10.6
- LUMO energy (eV) = 0.8746
- energy relative to the best compared isomer or geometry (same formula, charge and spin) (kcal/mol) = 16.0
- highest occupied orbital energy (eV) = -9.73
- E_tot (eV) = -6324.472

Geometry (Å):
C 0.41 -0.36 1.36
C 0.21 -0.17 -0.14
C -1.12 -0.44 -0.75
C 0.68 1.20 -0.62
O 1.26 2.04 0.06
H -0.37 0.20 1.89
H 0.27 -1.51 1.63
H 1.40 -0.13 1.74
H 0.91 -0.79 -0.69
H -1.47 -1.47 -0.59
H -0.98 -0.24 -1.85
H -1.92 0.26 -0.35
H 0.73 1.40 -1.69



C4H8O in the gas phase at a distorted geometry, computed with ωB97M-V with the def2-TZVPD basis set.

## Properties
- multiplicity = 1
- SMILES = CCC(C)=O
- largest force on an atom (eV/Å) = 3.20
- gap between HOMO and LUMO (eV) = 10.5
- LUMO energy (eV) = 0.9249
- energy relative to the best compared isomer or geometry (same formula, charge and spin) (kcal/mol) = 30.2
- highest occupied orbital energy (eV) = -9.58
- E_tot (eV) = -6323.859

Geometry (Å):
C -1.79 0.19 0.34
C -0.77 -0.39 -0.64
C 0.58 0.37 -0.40
C 1.87 -0.31 0.21
O 0.54 1.57 -0.23
H -2.58 -0.48 0.70
H -2.24 1.14 0.07
H -1.17 0.60 1.13
H -0.86 -0.15 -1.71
H -0.55 -1.43 -0.55
H 2.25 -1.28 0.13
H 2.70 0.14 -0.38
H 2.00 0.03 1.33



C4H8O in the gas phase, computed with ωB97M-V with the def2-TZVPD basis set.

## Properties
- multiplicity = 1
- SMILES = CCCC=O
- largest force on an atom (eV/Å) = 0.91
- gap between HOMO and LUMO (eV) = 10.9
- LUMO energy (eV) = 1.0412
- energy relative to the best compared isomer or geometry (same formula, charge and spin) (kcal/mol) = 8.1
- highest occupied orbital energy (eV) = -9.82
- E_tot (eV) = -6324.815

Geometry (Å):
C -0.28 1.83 -0.37
C 0.89 1.02 0.17
C 0.81 -0.45 -0.25
C -0.34 -1.10 0.50
O -1.20 -1.76 -0.02
H -0.32 1.80 -1.47
H -0.19 2.90 -0.04
H -1.25 1.46 0.00
H 1.84 1.47 -0.17
H 0.86 1.09 1.26
H 1.77 -0.93 0.05
H 0.64 -0.58 -1.34
H -0.30 -0.92 1.59



C4H8O in the gas phase, computed with ωB97M-V with the def2-TZVPD basis set.

## Properties
- multiplicity = 1
- SMILES = CCCC=O
- largest force on an atom (eV/Å) = 0.49
- gap between HOMO and LUMO (eV) = 10.9
- LUMO energy (eV) = 1.0565
- energy relative to the best compared isomer or geometry (same formula, charge and spin) (kcal/mol) = 6.6
- highest occupied orbital energy (eV) = -9.86
- E_tot (eV) = -6324.881

Geometry (Å):
C -1.76 0.18 0.28
C -0.49 -0.20 -0.48
C 0.75 -0.10 0.41
C 2.06 0.05 -0.34
O 2.16 0.17 -1.53
H -1.73 1.22 0.61
H -1.90 -0.45 1.17
H -2.65 0.05 -0.35
H -0.58 -1.23 -0.86
H -0.36 0.44 -1.36
H 0.69 0.77 1.08
H 0.85 -0.97 1.06
H 2.96 0.08 0.31



2 unconnected molecules or ions with the total composition C4H8O, computed with ωB97M-V with the def2-TZVPD basis set.

## Properties
- multiplicity = 1
- SMILES = O=CC1CC1.[H][H]
- largest force on an atom (eV/Å) = 1.00
- gap between HOMO and LUMO (eV) = 10.7
- LUMO energy (eV) = 0.9267
- energy relative to the best compared isomer or geometry (same formula, charge and spin) (kcal/mol) = 71.1
- highest occupied orbital energy (eV) = -9.80
- E_tot (eV) = -6322.086

Geometry (Å):
O 2.32 -0.62 0.26
C 1.52 0.28 0.26
C 0.06 0.12 0.50
C -1.24 0.80 0.20
C -1.12 -0.71 0.12
H 1.84 1.33 0.29
H 0.26 0.08 1.58
H -1.72 1.26 1.06
H -1.44 1.31 -0.74
H -1.51 -1.33 0.92
H -1.23 -1.15 -0.87
H 1.43 -0.82 -1.65
H 0.85 -0.48 -1.95



C4H8O in the gas phase, computed with ωB97M-V with the def2-TZVPD basis set.

## Properties
- multiplicity = 1
- SMILES = CC[C@H]1CO1
- largest force on an atom (eV/Å) = 0.45
- gap between HOMO and LUMO (eV) = 11.4
- LUMO energy (eV) = 1.2035
- energy relative to the best compared isomer or geometry (same formula, charge and spin) (kcal/mol) = 32.5
- highest occupied orbital energy (eV) = -10.15
- E_tot (eV) = -6323.757

Geometry (Å):
C 0.29 -1.86 -0.09
C 0.20 -0.44 0.48
C 0.02 0.74 -0.47
C -0.71 1.94 -0.05
O 0.70 1.90 -0.01
H 0.75 -2.50 0.67
H -0.67 -2.30 -0.38
H 0.96 -1.89 -0.96
H 1.16 -0.25 0.99
H -0.57 -0.39 1.26
H 0.14 0.55 -1.55
H -1.10 2.70 -0.73
H -1.23 1.90 0.91



C4H8O in the gas phase at a distorted geometry, computed with ωB97M-V with the def2-TZVPD basis set.

## Properties
- multiplicity = 1
- SMILES = OCC1CC1
- largest force on an atom (eV/Å) = 3.35
- gap between HOMO and LUMO (eV) = 11.1
- LUMO energy (eV) = 1.0371
- energy relative to the best compared isomer or geometry (same formula, charge and spin) (kcal/mol) = 33.1
- highest occupied orbital energy (eV) = -10.06
- E_tot (eV) = -6323.734

Geometry (Å):
O 2.24 0.39 -0.14
C 1.21 -0.58 -0.14
C -0.11 -0.12 0.47
C -1.45 -0.47 -0.14
C -0.96 0.93 -0.24
H 2.20 0.95 0.74
H 1.56 -1.43 0.39
H 1.17 -0.91 -1.22
H -0.16 -0.02 1.53
H -1.39 -1.11 -1.01
H -2.32 -0.64 0.54
H -1.35 1.72 0.40
H -0.64 1.29 -1.18



A molecular structure, C4H8O, computed with ωB97M-V with the def2-TZVPD basis set.

## Properties
- multiplicity = 1
- largest force on an atom (eV/Å) = 0.41
- gap between HOMO and LUMO (eV) = 10.0
- LUMO energy (eV) = 1.0909
- energy relative to the best compared isomer or geometry (same formula, charge and spin) (kcal/mol) = 53.5
- highest occupied orbital energy (eV) = -8.95
- E_tot (eV) = -6322.846

Geometry (Å):
C 2.18 -1.10 0.20
C -0.44 0.95 -0.63
C -1.37 -0.01 -0.61
C -2.04 0.81 0.45
O -0.96 1.79 0.32
H 2.44 -0.19 -0.35
H 2.41 -0.95 1.27
H 2.76 -1.94 -0.18
H 0.50 1.19 -1.13
H -1.54 -0.95 -1.09
H 1.12 -1.29 0.07
H -2.06 0.41 1.47
H -3.01 1.27 0.20